13
Properties=species:S:1:pos:R:3:nbo_charge:R:1 method="wB97M-V/def2-TZVPD" de_lowest_ev=3.9942 gap_ev=9.3 smiles="C=C1CN=CN1O" lumo_ev=0.8 charge=0
C -1.4214 1.4237 -0.2227 -0.54
C -0.3958 0.6664 0.1998 0.14
C 1.0687 1.1172 0.1742 -0.29
N 1.8305 -0.1019 -0.1918 -0.41
C 1.0257 -1.0342 -0.2286 0.22
N -0.2746 -0.6692 0.2996 -0.17
O -1.4020 -1.4145 0.1180 -0.51
H -1.1800 2.4999 -0.2629 0.21
H -2.5376 1.2405 -0.4496 0.23
H 1.3785 1.4674 1.2260 0.22
H 1.1668 1.8266 -0.6262 0.23
H 1.3985 -2.1032 -0.3187 0.21
H -1.5644 -1.2560 -0.8035 0.45